A structure of composition C35H31BrCdCl2N14OP at a distorted geometry. Source: the OMol25 dataset; level of theory: ωB97M-V with the def2-TZVPD basis set.

Element x y z (Å)
Cd1 -0.45825 -0.02291 0.28911
C1 3.78355 -4.25281 2.49711
N1 2.73635 -3.27381 2.54071
C2 2.11765 -2.75491 3.64241
C3 1.18925 -1.86051 3.17611
N2 1.23105 -1.82101 1.83201
C4 2.15575 -2.66691 1.46151
P1 2.65795 -2.98041 -0.25809
C5 2.95845 -1.24251 -0.70979
N3 2.30065 -0.19831 -0.26699
C6 2.92305 0.89019 -0.76319
C7 4.00005 0.50549 -1.51289
N4 4.02615 -0.85671 -1.47479
C8 4.99715 -1.69391 -2.11809
C9 0.97165 -3.20211 -0.91819
N5 -0.03925 -2.37851 -0.79419
C10 -1.10225 -2.97291 -1.37229
C11 -0.73085 -4.19401 -1.86539
N6 0.59295 -4.34051 -1.57509
C12 1.41415 -5.46721 -1.90959
H1 4.07645 -4.52511 3.50941
H2 3.44635 -5.15161 1.97341
H3 4.65295 -3.84811 1.97191
H4 2.38705 -3.06311 4.63371
H5 0.50435 -1.24301 3.71961
H6 2.56035 1.87369 -0.54289
H7 4.73775 1.06109 -2.05789
H8 5.62775 -1.08051 -2.76059
H9 5.63515 -2.19711 -1.38539
H10 4.49465 -2.44911 -2.72369
H11 -2.05675 -2.48461 -1.39489
H12 -1.27825 -4.94911 -2.39379
H13 0.83055 -6.17441 -2.49789
H14 2.27755 -5.14461 -2.49469
H15 1.77305 -5.96761 -1.00699
Br1 -7.63645 -0.78551 1.71641
C13 -5.73635 -0.93181 1.60601
C14 -5.17305 -2.18181 1.32811
C15 -3.81855 -2.29771 1.26931
C16 -2.92325 -1.19951 1.52231
O1 -1.69325 -1.41321 1.62681
C17 -3.55705 0.07799 1.78011
C18 -2.82815 1.25619 2.05991
N7 -1.55795 1.42709 1.88731
C19 -0.95055 2.60979 2.17971
C20 -1.59085 3.85079 2.23351
C21 -0.89265 5.00449 2.56021
C22 0.46125 4.97779 2.81381
C23 1.17045 3.76949 2.69001
C24 2.57135 3.67269 2.82661
C25 3.18155 2.45479 2.63931
C26 2.39345 1.33869 2.35081
N8 1.08625 1.38799 2.22081
C27 0.46805 2.57009 2.37101
C28 -4.95845 0.16759 1.82431
H16 -5.81515 -3.03741 1.16351
H17 -3.35875 -3.25221 1.04971
H18 -3.42395 2.06799 2.50571
H19 -2.64235 3.92699 1.99111
H20 -1.42385 5.94579 2.61161
H21 1.00285 5.87839 3.07701
H22 3.15105 4.55899 3.05811
H23 4.25715 2.35829 2.70891
H24 2.85455 0.36859 2.21101
H25 -5.41545 1.13239 2.00691
Cl1 0.42505 0.07179 -2.71719
C29 -1.20385 0.48659 -3.18859
C30 -1.41795 0.95569 -4.45759
C31 -2.70115 1.31389 -4.87599
C32 -3.76735 1.12459 -3.99279
C33 -3.53945 0.66459 -2.73009
Cl2 -4.88045 0.44949 -1.65049
C34 -2.23375 0.37439 -2.17279
N9 -2.09885 0.06069 -0.94509
H26 -0.57925 1.03829 -5.13719
H27 -2.87565 1.69509 -5.86919
H28 -4.77955 1.34379 -4.30189
N10 -1.39835 3.95349 -3.53739
N11 -0.74445 3.83239 -2.35539
N12 0.00385 4.79169 -1.85459
C35 0.51655 4.19549 -0.78709
N13 0.08785 2.94099 -0.66379
N14 -0.71745 2.73619 -1.65409
H29 -2.10255 4.68149 -3.52129
H30 -1.78875 3.04459 -3.81199
H31 1.19925 4.66829 -0.11539

Atoms 1-2, force components in eV/Å:
0.8 -0.5 0.3
0.3 -0.3 -0.1

The HOMO energy comes out at -0.0820 Ha. The net charge is -1. The HOMO-LUMO gap is 4.17 eV. The largest force on an atom comes out at 1.284 eV/Å. Its calculated total energy is -6197.62830 a.u. The calculation puts the energy above the lowest of the compared OMol25 structures with the same formula, charge and spin at 14.07 kcal/mol.

Results of the Löwdin charge analysis, in e, for atoms 1 through 6: 1.39 -0.06 -0.15 -0.07 -0.14 0.05